[1]
The following is a quantum chemistry calculation of a 8-piece molecular cluster, C21H53N2O12 overall, from OMol25.

The geometry in XYZ format:
```
88
Properties=species:S:1:pos:R:3:forces:R:3:mulliken_charge:R:1
N -0.26517 -1.24987 0.41407 -0.84 -0.05 0.77 -0.49
H -1.23182 -1.01801 0.59275 -1.30 0.09 -0.33 0.38
H 0.08030 -0.57458 -0.25281 0.58 0.15 -0.18 0.37
H -0.21193 -2.21437 0.11910 0.11 -0.33 -0.46 0.33
H 0.11222 -1.18345 1.34855 1.05 0.29 0.36 0.37
N 1.42287 3.00962 5.65400 -1.46 -0.16 0.66 -0.54
H 1.52541 2.02026 5.47862 1.22 -0.85 -0.91 0.31
H 0.83509 2.94514 6.47282 -0.11 0.62 0.84 0.38
H 0.81911 3.43523 4.96522 -0.29 0.42 -1.13 0.35
H 2.23417 3.58896 5.81606 0.51 -0.30 -0.04 0.38
C 0.04705 7.47456 1.46385 0.42 -0.41 -0.90 -1.23
C -0.11661 5.95169 1.28033 -1.63 -1.24 3.24 0.62
C 1.26402 5.36012 1.14365 1.27 -0.20 -0.56 -1.28
O -0.86948 5.31214 2.29731 1.25 0.69 -0.28 -0.93
H 0.49572 7.73787 0.50600 -0.27 0.89 -0.38 0.32
H 0.82330 7.77343 2.16826 -0.12 -0.35 0.56 0.31
H -0.87739 8.01041 1.67928 0.00 -0.15 -0.21 0.32
H -0.67597 5.73759 0.36962 0.04 0.37 -0.81 -0.02
H 1.64755 5.58636 0.14875 0.23 -0.19 -0.41 0.37
H 1.35839 4.28919 1.32337 -0.64 -0.16 -0.26 0.33
H 2.02941 5.77160 1.80166 -0.17 0.49 0.51 0.27
C 4.84235 -0.82919 5.50394 0.75 -0.24 -0.04 -1.23
C 3.58604 -1.66257 5.62077 -1.60 0.93 -0.31 0.47
C 3.22516 -1.84186 7.11157 0.05 -0.75 0.16 -1.26
O 2.52122 -1.20841 4.90283 -0.40 0.86 -0.16 -0.91
H 5.57768 -1.35161 6.11588 0.49 0.34 0.24 0.34
H 4.73779 0.21200 5.80905 -0.16 0.10 0.21 0.27
H 5.23506 -0.85108 4.48738 -0.18 0.12 -0.18 0.30
H 3.88328 -2.60355 5.15784 0.31 -1.07 0.43 0.14
H 4.08684 -2.18524 7.68401 0.16 -0.05 0.27 0.34
H 2.42854 -2.57055 7.26160 0.01 -0.32 -0.34 0.31
H 2.80613 -0.96631 7.60749 0.30 0.59 -0.36 0.28
C -7.03394 -1.02932 -0.68790 0.56 -0.30 -0.81 -1.34
C -5.98421 -1.27398 0.44296 1.23 1.78 -0.29 0.48
C -5.35781 -2.66101 0.23119 -0.01 0.20 -0.03 -1.27
O -5.01379 -0.24315 0.58885 -1.15 -1.84 -0.64 -0.88
H -6.59434 -1.02205 -1.68529 1.02 0.39 -0.09 0.34
H -7.58834 -0.09092 -0.67607 -0.11 -0.09 0.62 0.32
H -7.67389 -1.88756 -0.89281 -0.75 -0.17 0.85 0.35
H -6.52880 -1.37182 1.38209 -0.60 0.00 0.48 0.12
H -4.87045 -2.69059 -0.74334 0.33 0.00 -0.05 0.29
H -6.08815 -3.46981 0.25440 -0.27 -0.16 0.04 0.38
H -4.65063 -2.82018 1.04522 0.22 -0.06 -0.13 0.26
C -0.36141 -7.79451 -3.12943 0.32 0.58 -0.83 -1.07
C -1.48433 -7.96454 -2.15355 -0.29 -0.61 -1.22 -0.23
O -1.03660 -8.24126 -0.84638 -0.99 -0.58 -0.51 -0.31
C -0.45918 -7.38564 -0.06189 2.41 4.99 -1.50 0.79
O 0.00539 -6.22494 -0.35688 -1.99 -4.02 1.08 -0.63
O -0.36009 -7.99520 1.06940 0.15 -0.94 2.28 -0.30
C 0.13963 -7.36661 2.24579 -0.06 0.67 0.42 -0.64
H -0.76206 -7.69518 -4.13824 -0.29 -0.20 -0.07 0.38
H 0.29930 -8.66116 -3.15104 0.11 0.12 0.23 0.30
H 0.18746 -6.86168 -3.00027 0.19 -0.21 0.42 0.28
H -2.01167 -8.88151 -2.41657 -0.02 -0.08 0.06 0.25
H -2.24875 -7.19592 -2.26757 0.30 0.46 0.71 0.34
H -0.05945 -7.98775 3.11909 -0.01 -0.53 -0.49 0.24
H -0.42355 -6.45836 2.46033 0.30 0.26 -0.37 0.31
H 1.21390 -7.19124 2.18858 -0.14 0.18 -0.19 0.28
C -2.15889 3.53234 -5.21151 -0.54 0.29 0.97 -1.13
C -3.01345 3.66814 -3.89235 0.48 0.06 -0.46 -0.25
O -3.76435 4.86467 -4.02453 -0.70 1.77 -1.25 -0.23
C -4.58501 5.41297 -3.12066 0.05 -2.17 3.51 0.72
O -4.79563 4.96403 -1.98600 0.31 1.07 -2.56 -0.57
O -5.10771 6.50656 -3.63045 0.34 1.06 -2.10 -0.32
C -6.04591 7.35119 -3.00515 -0.34 -0.35 2.04 -0.64
H -1.60269 4.44765 -5.41387 -0.23 0.20 0.14 0.31
H -2.80393 3.32955 -6.06644 0.00 -0.03 0.06 0.29
H -1.38866 2.76395 -5.14492 -0.29 -0.27 0.24 0.37
H -2.38641 3.80027 -3.01061 0.01 -0.51 0.03 0.29
H -3.74334 2.86494 -3.79131 0.40 -0.28 0.24 0.32
H -6.35474 8.22789 -3.57447 0.34 -0.63 -0.86 0.24
H -5.64378 7.78993 -2.09197 0.30 -0.25 0.17 0.30
H -6.90733 6.76334 -2.68815 -0.15 0.08 -0.17 0.29
C 5.15400 -2.69059 -3.15136 0.02 1.04 0.72 -1.05
C 5.57451 -1.63177 -2.02518 -1.16 -0.98 -1.55 -0.24
O 5.64955 -0.26573 -2.60545 1.33 -1.33 1.02 -0.38
C 4.58299 0.46157 -2.80309 -3.46 -0.42 -1.13 0.80
O 3.39339 0.06908 -2.70318 3.60 1.35 0.15 -0.61
O 4.87905 1.68581 -3.30856 -0.57 0.05 0.01 -0.31
C 6.20634 2.19690 -3.57496 0.61 -1.53 0.70 -0.58
H 5.31896 -3.73576 -2.88966 0.61 0.16 0.35 0.38
H 5.67009 -2.45266 -4.08149 0.09 -0.11 0.06 0.30
H 4.08220 -2.68625 -3.34966 -0.01 0.60 0.06 0.28
H 6.55629 -1.85968 -1.61014 0.01 0.38 -0.34 0.31
H 4.84782 -1.69245 -1.21503 -0.02 0.48 -0.10 0.29
H 6.80507 2.10840 -2.66843 -0.13 0.56 0.21 0.29
H 6.18497 3.20936 -3.97815 -0.58 -0.20 0.32 0.24
H 6.76589 1.55688 -4.25714 -0.41 -0.11 -0.42 0.28
```
Forces are in eV/Å.

Calculated values
* HOMO-LUMO gap: 3.98 eV
* DFT total energy: -1843.965335 hartree
* total charge: -1
* ΔE to the lowest compared entry with this formula, charge and spin: 7.7073 eV

=====

[2]
The following is a quantum chemistry calculation of C23H35Cl2N4O7PTa as an isolated structure, from OMol25.

The geometry in XYZ format:
```
73
Properties=species:S:1:pos:R:3:forces:R:3:mulliken_charge:R:1
Ta -0.02062 0.16523 -0.10224 -0.24 0.15 -0.07 1.11
C 5.33141 -0.47651 -0.89761 0.01 -0.01 -0.02 -0.86
O 4.07060 -0.21451 -0.19271 -0.03 0.05 -0.02 -0.27
C 2.98778 0.01131 -0.83195 -0.04 0.08 0.03 0.49
O 1.94457 0.29701 -0.13511 0.47 -0.16 0.33 -0.37
N 2.87948 -0.01304 -2.14930 0.02 -0.01 -0.07 -0.21
N 1.61393 0.23603 -2.69722 -0.02 -0.04 0.02 -0.39
H 6.06183 -0.61151 -0.10955 0.00 0.00 0.00 0.26
H 5.58913 0.38959 -1.50478 0.00 0.00 0.00 0.38
H 5.23488 -1.38874 -1.48385 0.00 0.00 0.00 0.40
H 3.68907 -0.17163 -2.73715 -0.02 0.00 -0.02 0.22
H 1.34842 -0.52733 -3.31113 0.00 0.00 -0.02 0.29
H 1.63697 1.09641 -3.23803 0.00 0.00 -0.01 0.32
Cl -4.80090 -5.23907 -1.81687 0.00 0.00 0.00 -0.11
C -3.89032 -3.88839 -1.31058 -0.03 0.02 0.01 -0.15
C -4.53342 -2.83111 -0.65216 0.01 -0.03 -0.02 -0.25
C -3.83914 -1.70527 -0.22482 0.01 0.06 0.00 0.48
Cl -4.64528 -0.43066 0.58889 0.01 -0.02 0.02 -0.12
C -2.47871 -1.62365 -0.46654 -0.09 -0.05 0.00 -0.39
O -1.76764 -0.54626 -0.09628 0.06 -0.08 0.02 0.53
C -1.81323 -2.69287 -1.10934 0.00 0.04 0.03 1.02
C -0.42365 -2.64844 -1.28383 0.04 -0.02 0.01 -0.18
O 0.33908 -1.68980 -0.91622 0.02 -0.16 -0.03 -0.75
C -2.53323 -3.82941 -1.53481 0.03 0.00 -0.01 -1.15
H -5.59983 -2.89112 -0.47044 0.00 0.00 0.00 0.52
H 0.07638 -3.49615 -1.75474 0.00 0.00 0.00 0.54
H -2.02127 -4.64554 -2.02912 -0.01 -0.01 0.00 0.54
C 0.09477 4.23394 -3.58949 -0.03 0.00 0.00 -0.91
C -1.28911 3.74193 -3.99241 -0.02 0.01 -0.04 -1.36
C -2.05437 2.98256 -2.87473 0.23 0.11 -0.11 2.44
C -3.44523 2.54480 -3.38734 -0.02 -0.02 0.02 -1.36
C -4.26203 1.79026 -2.34698 0.01 0.00 -0.01 -1.06
C -2.27080 3.95671 -1.72012 -0.32 -0.22 0.14 -0.36
O -2.93090 4.93832 -1.79180 0.14 0.10 -0.06 -0.46
N -1.73639 3.59875 -0.41983 0.04 0.07 -0.01 0.13
C -0.97536 2.54281 -0.25353 0.07 0.11 -0.11 0.59
O -0.55236 2.05480 0.85512 0.08 -0.10 -0.04 -0.67
N -0.57604 1.75476 -1.27637 -0.28 0.17 -0.13 0.02
C -1.25264 1.74649 -2.52093 -0.27 -0.04 0.27 -0.31
O -1.18774 0.74741 -3.18857 0.16 0.05 -0.13 -0.50
H 0.56004 4.76524 -4.41755 0.00 -0.01 0.00 0.51
H 0.76368 3.41082 -3.31574 0.01 -0.01 0.01 0.01
H 0.05412 4.93100 -2.74920 0.00 0.00 0.01 0.29
H -1.23341 3.07242 -4.85172 0.00 0.00 -0.01 0.49
H -1.91922 4.58467 -4.27730 0.00 0.00 -0.01 0.49
H -3.28470 1.93054 -4.27313 0.00 0.00 0.00 0.46
H -3.96801 3.44754 -3.70257 0.01 0.00 0.00 0.56
H -3.75733 0.87273 -2.02604 -0.01 0.02 -0.01 0.09
H -5.22590 1.50020 -2.76130 0.00 0.00 0.00 0.55
H -4.46731 2.40205 -1.46487 0.00 0.00 0.00 0.31
H -2.01151 4.18239 0.36524 0.02 -0.01 0.01 0.33
C -0.20824 -2.87918 2.52557 0.00 0.00 0.00 -1.20
C 0.78316 -1.76479 2.85971 -0.01 0.01 0.02 -0.62
P 0.14564 -0.10180 2.48756 -0.05 -0.07 -0.04 0.15
C -1.51144 0.06460 3.21028 0.01 0.02 0.01 -0.26
C -1.53392 -0.04633 4.73736 0.00 0.00 0.01 -1.36
C 1.26353 1.16010 3.18007 0.01 0.00 -0.04 -0.46
C 1.98490 0.73731 4.46384 0.01 0.01 0.00 -1.36
H 0.25924 -3.85032 2.67780 0.00 0.00 0.00 0.45
H -0.54823 -2.83558 1.48727 0.00 0.00 0.00 0.18
H -1.08829 -2.83645 3.16613 0.00 0.00 0.00 0.33
H 1.73079 -1.88827 2.32825 0.00 0.00 0.00 0.46
H 1.02801 -1.77625 3.92460 0.00 -0.01 0.00 0.66
H -2.14322 -0.69728 2.74770 0.01 0.00 -0.01 0.23
H -1.89159 1.03372 2.87982 -0.01 -0.01 0.01 0.44
H -1.10920 -0.98693 5.08926 0.00 0.00 0.00 0.37
H -2.56557 -0.00374 5.08281 0.00 0.00 0.00 0.41
H -0.99843 0.77608 5.20897 0.00 0.00 0.00 0.35
H 0.64326 2.04476 3.33916 0.00 0.00 0.01 0.45
H 1.98874 1.42162 2.40664 0.00 0.00 0.00 0.45
H 1.29540 0.43056 5.24828 0.00 0.00 0.00 0.33
H 2.55438 1.58545 4.84037 0.00 0.00 0.00 0.44
H 2.68807 -0.07455 4.28288 0.00 0.00 0.00 0.37
```
Forces are in eV/Å.

Calculated values
* HOMO-LUMO gap: 6.78 eV
* DFT total energy: -2961.142574 hartree
* total charge: +3
* ΔE to the lowest compared entry with this formula, charge and spin: 0.3384 eV

=====

[3]
The following is a quantum chemistry calculation of one molecule with the formula C5H10N2, from OMol25.

The geometry in XYZ format:
```
17
Properties=species:S:1:pos:R:3:forces:R:3:mulliken_charge:R:1
C -0.60385 2.66060 -1.96123 -2.31 -2.23 1.40 -0.73
C 0.48450 2.05951 -1.50136 2.06 1.87 0.23 -0.11
C 0.64586 0.86156 -0.66715 -2.56 2.52 -0.98 -0.16
N -0.36246 0.35213 -0.06946 1.57 0.29 -0.87 -0.57
N -0.12018 -0.68383 0.69825 -4.20 -2.49 0.23 0.46
C 1.11908 -1.26216 1.12063 0.68 3.98 -2.38 -1.03
C -1.41138 -1.39776 0.92981 0.81 -0.40 2.36 -0.86
H -1.67065 2.30919 -1.74629 1.72 0.03 -0.33 0.21
H -0.59755 3.53260 -2.50746 0.44 1.88 -1.05 0.31
H 1.47753 2.68558 -1.60829 -1.82 -1.54 -0.20 0.16
H 1.61149 0.56697 -0.57880 2.78 -1.31 0.58 0.38
H 1.73548 -1.53276 0.24034 0.42 0.93 0.20 0.30
H 1.49467 -0.46236 1.79582 0.98 -1.07 -0.29 0.37
H 1.02887 -2.18804 1.49657 -1.06 -2.91 2.26 0.39
H -1.38758 -2.47544 0.63368 0.62 0.43 0.99 0.30
H -1.64732 -1.17374 2.06901 -0.21 -1.11 -2.31 0.26
H -2.20937 -1.10783 0.26037 0.08 1.12 0.14 0.31
```
Forces are in eV/Å.

Calculated values
* HOMO-LUMO gap: 8.41 eV
* DFT total energy: -305.889601 hartree
* structure (SMILES): C=C/C=N/N(C)C
* ΔE to the lowest compared entry with this formula, charge and spin: 3.6532 eV

=====

[4]
The following is a quantum chemistry calculation of one molecule with the formula C5H9NO, from OMol25.

The geometry in XYZ format:
```
16
Properties=species:S:1:pos:R:3:forces:R:3:mulliken_charge:R:1
H 0.56470 2.07233 1.13203 -0.01 0.00 -0.10 0.26
N 1.27470 1.77737 0.46106 -0.12 -0.41 0.07 -0.66
C 1.25656 0.52441 0.29348 0.18 0.28 -0.12 0.66
C 2.23447 -0.17279 -0.61186 0.03 -0.04 0.00 -0.96
O 0.37572 -0.36297 0.87451 0.07 -0.06 -0.10 -0.37
C -0.98061 -0.00977 0.75878 -0.17 0.15 0.11 -0.13
C -1.89562 -1.07990 0.26468 -0.07 -0.14 0.10 -0.60
C -1.51924 0.06932 -0.63441 0.02 0.17 -0.12 -0.37
H 3.18353 -0.33878 -0.09420 -0.10 0.02 -0.05 0.30
H 1.83222 -1.14205 -0.91506 0.11 0.15 0.00 0.30
H 2.42659 0.45120 -1.48946 0.01 -0.09 0.21 0.31
H -1.34561 0.67360 1.52306 0.04 -0.09 -0.13 0.36
H -1.46814 -2.05503 0.05650 0.03 0.18 0.03 0.24
H -2.89826 -1.10569 0.67643 0.10 0.02 -0.05 0.24
H -0.78910 -0.13190 -1.41425 -0.20 0.01 0.08 0.18
H -2.25191 0.83063 -0.88131 0.08 -0.14 0.07 0.24
```
Forces are in eV/Å.

Calculated values
* HOMO-LUMO gap: 11.24 eV
* DFT total energy: -325.860717 hartree
* structure (SMILES): [H]/N=C(/C)OC1CC1
* ΔE to the lowest compared entry with this formula, charge and spin: 2.0909 eV

=====

The following M values (in g/mol) correspond, in order, to the records above: 525.657; 762.382; 98.149; 99.133.
The following F_max values (in eV Å⁻¹) correspond, in order, to the records above: 5.74; 0.60; 4.89; 0.43.
The following E_LUMO values (in eV) correspond, in order, to the records above: 0.96; -10.43; 0.89; 1.08.